Entry from OMol25: a structure of composition C4H7NO in a non-equilibrium geometry (ωB97M-V with the def2-TZVPD basis set).

ORCA input file:
```
! wB97M-V def2-TZVPD RIJCOSX def2/J DEFGRID3
* xyz 0 1
O 1.262 -0.442 1.490
C 0.414 -0.143 0.443
C -0.569 -1.025 -0.351
N -0.873 0.422 -0.833
C -0.804 0.778 0.608
C 0.646 0.585 -0.877
H 1.902 -1.101 1.206
H -0.502 -1.368 -1.366
H -1.274 -1.581 0.287
H -0.655 1.844 0.782
H -1.680 0.376 1.127
H 1.162 0.031 -1.674
H 0.971 1.626 -0.841
*
```

Electronic energy   -286.4790 a.u.
Frontier orbital gap   10.35 eV

Entry from OMol25: a structure of composition C44H59F17GaO25 in a non-equilibrium geometry (ωB97M-V with the def2-TZVPD basis set).

ORCA input file:
```
! wB97M-V def2-TZVPD RIJCOSX def2/J DEFGRID3
* xyz -1 1
C 4.402 1.733 -2.341
O 4.342 3.122 -2.513
C 3.055 3.602 -2.971
Ga 1.416 2.954 -1.870
C 0.304 4.543 -1.164
C -0.685 5.233 -2.172
C -1.707 4.270 -2.731
F -1.219 3.772 -3.906
F -1.951 3.195 -1.952
C -3.067 4.894 -3.155
F -3.785 3.944 -3.796
F -2.798 5.852 -4.069
C -3.847 5.584 -1.991
F -3.445 6.873 -1.964
F -3.485 5.079 -0.795
C -5.404 5.600 -2.140
F -5.827 6.822 -1.715
F -5.804 5.533 -3.419
C -6.179 4.614 -1.226
F -6.025 4.933 0.063
F -7.500 4.785 -1.495
C -5.882 3.093 -1.405
F -4.589 2.818 -1.609
F -6.205 2.503 -0.231
C -6.731 2.350 -2.484
F -7.007 3.083 -3.566
F -7.899 1.997 -1.903
C -6.080 1.023 -2.970
F -5.037 1.240 -3.772
F -7.015 0.397 -3.724
F -5.747 0.223 -1.955
H 4.211 1.472 -1.297
H 3.724 1.184 -3.003
H 5.410 1.360 -2.565
H 2.941 3.285 -4.018
H 3.140 4.689 -2.946
H 0.505 1.901 -2.673
H 1.986 2.187 -0.558
H -0.307 4.295 -0.294
H 0.986 5.350 -0.891
H -0.075 5.594 -2.995
H -1.130 6.073 -1.641
C -2.871 6.855 -9.779
C -2.343 6.316 -8.473
C -2.352 7.297 -7.328
O -1.298 6.801 -6.502
C -0.416 6.155 -7.311
O 0.655 5.780 -6.986
O -0.945 6.008 -8.563
H -2.649 6.166 -10.594
H -3.951 7.000 -9.727
H -2.401 7.808 -10.027
H -2.870 5.394 -8.207
H -3.292 7.311 -6.780
H -2.098 8.315 -7.638
C -6.972 -1.611 0.452
C -6.579 -2.920 -0.183
C -7.691 -3.633 -0.911
O -7.267 -5.003 -0.830
C -6.507 -5.122 0.284
O -6.141 -6.157 0.741
O -6.224 -3.907 0.807
H -6.187 -1.259 1.120
H -7.147 -0.855 -0.310
H -7.877 -1.720 1.051
H -5.709 -2.777 -0.830
H -7.796 -3.322 -1.948
H -8.655 -3.541 -0.406
C 3.896 0.194 3.715
C 4.365 0.622 2.346
C 5.862 0.738 2.195
O 5.987 1.704 1.145
C 4.871 2.496 1.193
O 4.727 3.495 0.582
O 3.955 1.965 2.047
H 2.817 0.331 3.799
H 4.128 -0.844 3.881
H 4.359 0.792 4.495
H 3.939 -0.033 1.580
H 6.339 -0.198 1.916
H 6.349 1.137 3.088
C -6.070 -7.405 4.222
C -6.528 -8.826 4.029
C -7.977 -8.982 3.646
O -8.276 -10.294 4.145
C -7.444 -10.527 5.192
O -7.543 -11.442 5.941
O -6.487 -9.567 5.265
H -5.085 -7.382 4.689
H -6.018 -6.881 3.267
H -6.747 -6.859 4.882
H -5.875 -9.337 3.316
H -8.146 -8.929 2.573
H -8.629 -8.266 4.152
C 6.583 -0.320 -7.296
C 5.091 -0.370 -7.072
C 4.317 0.780 -7.670
O 3.166 0.835 -6.826
C 3.533 0.346 -5.607
O 2.880 0.417 -4.627
O 4.770 -0.230 -5.684
H 7.086 -1.060 -6.674
H 6.821 -0.518 -8.342
H 6.984 0.657 -7.022
H 4.692 -1.332 -7.411
H 4.026 0.611 -8.705
H 4.847 1.732 -7.593
C 4.531 -5.624 6.325
C 4.935 -4.473 5.437
C 6.422 -4.295 5.255
O 6.520 -2.894 4.969
C 5.465 -2.287 5.567
O 5.333 -1.113 5.671
O 4.575 -3.209 6.020
H 3.470 -5.565 6.566
H 4.726 -6.576 5.832
H 5.077 -5.598 7.269
H 4.426 -4.549 4.471
H 6.830 -4.884 4.437
H 6.989 -4.499 6.167
C -2.446 -5.051 6.946
C -1.672 -6.200 6.349
C -2.057 -7.551 6.877
O -0.853 -8.303 6.680
C 0.182 -7.418 6.722
O 1.326 -7.723 6.768
O -0.281 -6.138 6.705
H -1.987 -4.101 6.676
H -3.477 -5.057 6.592
H -2.448 -5.108 8.036
H -1.733 -6.165 5.257
H -2.886 -8.001 6.335
H -2.286 -7.547 7.946
C 9.757 4.859 3.832
C 9.945 3.462 3.298
C 8.776 2.916 2.517
O 8.935 1.501 2.703
C 9.574 1.316 3.884
O 9.705 0.268 4.425
O 10.041 2.499 4.364
H 10.545 5.105 4.544
H 9.777 5.585 3.020
H 8.807 4.950 4.360
H 10.870 3.402 2.716
H 8.804 3.171 1.461
H 7.809 3.211 2.930
*
```

Electronic energy   -7215.6135 a.u.
Frontier orbital gap   5.08 eV

Entry from OMol25: a structure of composition C18H27CrN3S4Sb (ωB97M-V with the def2-TZVPD basis set).

ORCA input file:
```
! wB97M-V def2-TZVPD RIJCOSX def2/J DEFGRID3
* xyz 1 1
Cr 1.575 1.513 -0.805
S 1.662 3.679 0.437
Sb 3.449 3.651 -0.969
S 3.908 1.427 -0.495
S 1.484 2.177 -2.684
S 4.629 4.984 -2.229
N -0.284 1.596 -0.126
C -1.399 1.689 0.169
N -2.643 1.803 0.500
C -3.197 3.110 0.932
C -4.496 2.863 1.692
C -4.339 1.657 2.614
C -4.157 0.362 1.802
C -3.562 0.650 0.423
H -3.348 3.746 0.059
H -2.460 3.581 1.584
H -5.321 2.703 0.994
H -4.735 3.764 2.255
H -5.199 1.567 3.275
H -3.469 1.818 3.256
H -5.116 -0.137 1.655
H -3.518 -0.333 2.346
H -4.338 0.900 -0.302
H -3.008 -0.199 0.029
C 2.296 -1.177 -3.666
C 1.022 -1.825 -3.118
C -0.235 -0.967 -3.294
C 1.189 -2.313 -1.698
C 1.066 -3.665 -1.459
C 1.209 -4.179 -0.177
C 1.487 -3.352 0.899
C 1.630 -1.984 0.746
C 2.052 -1.226 1.990
C 1.440 0.147 2.246
C 3.585 -1.179 2.055
C 1.463 -1.447 -0.578
N 1.540 -0.134 -0.804
H 2.146 -0.898 -4.709
H 3.131 -1.878 -3.622
H 2.577 -0.283 -3.113
H 0.858 -2.730 -3.708
H -0.180 -0.038 -2.730
H -1.122 -1.516 -2.971
H -0.363 -0.715 -4.347
H 0.857 -4.333 -2.285
H 1.108 -5.245 -0.015
H 1.607 -3.783 1.885
H 1.724 -1.865 2.814
H 1.941 0.941 1.690
H 1.568 0.393 3.301
H 0.374 0.169 2.023
H 3.999 -0.630 1.210
H 4.011 -2.183 2.050
H 3.901 -0.676 2.970
*
```

Electronic energy   -3743.5583 a.u.
Frontier orbital gap (alpha / beta)   6.88 / 6.88 eV

Entry from OMol25: an isolated molecule of C3H5B in a non-equilibrium geometry (ωB97M-V with the def2-TZVPD basis set).

ORCA input file:
```
! wB97M-V def2-TZVPD RIJCOSX def2/J DEFGRID3
* xyz 0 1
B 0.072 1.014 0.201
C -1.206 0.227 -0.118
C 1.341 0.163 -0.081
C 0.034 -0.581 0.214
H -2.088 -0.086 0.529
H -1.882 0.379 -1.040
H 1.463 0.360 -1.204
H 2.263 -0.190 0.466
H 0.003 -1.285 1.033
*
```

Electronic energy   -141.9834 a.u.
Frontier orbital gap   7.72 eV

Entry from OMol25: a structure of composition C17H40BaO21S5 in a non-equilibrium geometry (ωB97M-V with the def2-TZVPD basis set).

ORCA input file:
```
! wB97M-V def2-TZVPD RIJCOSX def2/J DEFGRID3
* xyz -2 1
Ba 1.534 0.286 0.773
C 4.118 2.155 1.327
O 5.081 2.653 1.981
O 2.881 2.510 1.656
O 4.250 1.134 0.514
C 2.556 -0.660 3.681
O 1.680 0.326 3.618
O 2.520 -1.561 2.726
O 3.534 -0.516 4.489
O 1.877 1.348 -1.652
S 2.084 1.777 -2.988
O 1.066 1.748 -3.988
O 2.584 3.251 -2.824
C 3.701 3.373 -1.854
C 3.589 4.701 -1.157
C 3.568 0.959 -3.536
H 4.584 3.300 -2.497
H 3.738 2.552 -1.118
H 4.581 4.983 -0.803
H 2.980 4.601 -0.260
H 3.199 5.432 -1.867
H 3.215 0.053 -4.026
H 4.223 0.825 -2.676
H 4.022 1.606 -4.286
O -1.626 -3.207 1.995
S -1.321 -1.950 2.619
O -0.685 -0.913 1.901
O -2.710 -1.302 3.168
C -3.805 -2.213 3.361
C -3.717 -2.871 4.743
C -0.309 -2.125 4.062
H -3.798 -2.962 2.574
H -4.667 -1.550 3.310
H -4.696 -2.857 5.233
H -3.019 -2.305 5.355
H -3.440 -3.924 4.706
H -0.609 -3.049 4.552
H -0.459 -1.230 4.661
H 0.723 -2.076 3.658
O -0.367 2.260 1.322
S -1.228 3.364 1.239
O -1.883 3.772 0.024
O -2.344 3.165 2.367
C -3.722 3.176 2.047
C -4.225 1.835 1.559
C -0.306 4.700 1.921
H -4.015 3.980 1.363
H -4.270 3.456 2.951
H -3.635 1.412 0.750
H -5.257 1.931 1.203
H -4.245 1.134 2.395
H 0.633 4.638 1.363
H -0.079 4.463 2.956
H -0.818 5.647 1.783
O 1.114 -4.114 -1.360
S 1.899 -2.989 -1.744
O 2.294 -2.025 -0.807
O 3.263 -3.540 -2.371
C 3.170 -4.406 -3.501
C 4.069 -5.593 -3.247
C 1.116 -2.206 -3.128
H 3.482 -3.871 -4.401
H 2.144 -4.757 -3.636
H 3.689 -6.254 -2.458
H 5.013 -5.266 -2.805
H 4.178 -6.276 -4.090
H 1.709 -2.439 -4.024
H 1.233 -1.130 -3.064
H 0.144 -2.607 -3.384
O -0.269 -0.368 -0.993
S -1.562 -0.419 -1.582
O -1.933 -1.439 -2.517
O -2.626 -0.416 -0.398
C -3.801 -1.208 -0.548
C -4.852 -0.610 -1.460
C -1.859 1.193 -2.282
H -4.194 -1.397 0.455
H -3.549 -2.226 -0.857
H -5.811 -1.102 -1.294
H -4.584 -0.810 -2.501
H -4.949 0.470 -1.349
H -2.560 1.676 -1.600
H -2.298 1.134 -3.269
H -0.939 1.758 -2.160
*
```

Electronic energy   -4268.2239 a.u.
Frontier orbital gap   2.43 eV

Entry from OMol25: a cluster of 3 separate species, C3H15N2O2 in total in a non-equilibrium geometry (ωB97M-V with the def2-TZVPD basis set).

ORCA input file:
```
! wB97M-V def2-TZVPD RIJCOSX def2/J DEFGRID3
* xyz 1 1
C 0.846 0.127 -1.517
N 0.692 -1.259 -2.040
C -0.530 0.491 -1.025
N -0.928 -0.467 0.058
C -2.111 0.023 0.870
H 1.548 0.038 -0.690
H 1.280 0.838 -2.203
H 1.541 -1.793 -1.907
H 0.503 -1.255 -3.037
H -0.641 1.461 -0.544
H -1.276 0.472 -1.818
H -0.170 -0.580 0.725
H -1.100 -1.335 -0.412
H -2.009 1.084 0.975
H -2.953 -0.091 0.222
H -2.090 -0.502 1.810
H 0.747 2.914 2.591
H -0.444 3.476 1.704
O 0.003 2.695 2.031
H 1.379 -2.655 1.078
H 2.211 -1.512 1.643
O 1.706 -1.773 0.864
*
```

Electronic energy   -383.0558 a.u.
Frontier orbital gap   10.78 eV

Entry from OMol25: the ion C4H11N2 with charge +1 in a non-equilibrium geometry (ωB97M-V with the def2-TZVPD basis set).

ORCA input file:
```
! wB97M-V def2-TZVPD RIJCOSX def2/J DEFGRID3
* xyz 1 1
C 1.179 -0.928 -0.741
C -0.310 -0.917 -1.051
C -0.988 -0.065 -0.025
C -0.881 1.308 -0.084
N -1.590 2.040 0.894
N 1.455 -0.979 0.732
H 1.656 0.022 -1.151
H 1.792 -1.577 -1.262
H -0.511 -0.447 -2.028
H -0.775 -1.928 -1.003
H -1.547 -0.513 0.779
H -0.385 2.024 -0.784
H -1.958 1.656 1.758
H -1.615 3.145 0.756
H 2.466 -0.556 0.943
H 0.736 -0.292 1.095
H 1.276 -1.994 1.172
*
```

Electronic energy   -268.2165 a.u.
Frontier orbital gap   8.33 eV

Entry from OMol25: an isolated molecule of C4H5NO2 in a non-equilibrium geometry (ωB97M-V with the def2-TZVPD basis set).

ORCA input file:
```
! wB97M-V def2-TZVPD RIJCOSX def2/J DEFGRID3
* xyz 0 1
O -2.404 0.798 0.057
C -1.572 -0.336 0.079
C -0.129 0.016 -0.099
N 0.202 1.087 -0.956
O 1.361 1.433 -1.072
C 2.250 -0.436 0.385
C 0.969 -0.388 0.527
H -2.094 1.355 -0.670
H -1.684 -0.812 1.058
H -1.883 -1.073 -0.680
H 3.112 -0.095 0.944
H 1.873 -1.548 0.428
*
```

Electronic energy   -360.4197 a.u.
Frontier orbital gap   8.82 eV

Entry from OMol25: an isolated molecule of C6H12 (ωB97M-V with the def2-TZVPD basis set).

ORCA input file:
```
! wB97M-V def2-TZVPD RIJCOSX def2/J DEFGRID3
* xyz 0 1
C 0.903 -1.593 1.169
C 1.421 -0.653 0.080
C 0.814 0.762 0.148
C -0.355 0.956 -0.809
C -1.723 1.393 -0.368
C -1.507 -0.009 -0.865
H -0.189 -1.669 1.152
H 1.188 -1.234 2.165
H 1.306 -2.604 1.048
H 2.514 -0.602 0.151
H 1.197 -1.080 -0.906
H 1.580 1.507 -0.100
H 0.508 0.985 1.180
H -0.055 1.336 -1.784
H -1.899 1.509 0.699
H -2.271 2.097 -0.988
H -1.884 -0.296 -1.843
H -1.549 -0.806 -0.129
*
```

Electronic energy   -235.7744 a.u.
Frontier orbital gap   11.44 eV

Entry from OMol25: a cluster of 2 separate species, C8H13N3O in total in a non-equilibrium geometry (ωB97M-V with the def2-TZVPD basis set).

ORCA input file:
```
! wB97M-V def2-TZVPD RIJCOSX def2/J DEFGRID3
* xyz 0 1
C 2.226 1.717 -0.705
C 2.488 0.523 0.183
C 3.696 0.250 0.654
C 1.293 -0.351 0.500
C 0.741 -1.105 -0.720
C -3.869 0.857 0.021
C -2.801 0.691 1.060
C -3.964 -0.541 -0.506
H 1.893 1.406 -1.704
H 3.132 2.328 -0.825
H 1.435 2.348 -0.284
H 4.547 0.888 0.424
H 3.875 -0.611 1.304
H 1.571 -1.085 1.276
H 0.494 0.271 0.925
H 1.548 -1.702 -1.163
H 0.439 -0.384 -1.497
H -0.130 -2.674 0.250
H -1.170 -1.436 -0.042
H -2.404 1.471 1.697
H -4.630 -0.894 -1.295
N -0.385 -1.984 -0.450
N -2.400 -0.524 1.098
N -3.139 -1.309 0.102
O -4.485 1.851 -0.304
*
```

Electronic energy   -552.0234 a.u.
Frontier orbital gap   6.56 eV

Entry from OMol25: an isolated molecule of C4H7NO2 (ωB97M-V with the def2-TZVPD basis set).

ORCA input file:
```
! wB97M-V def2-TZVPD RIJCOSX def2/J DEFGRID3
* xyz 0 1
O -0.732 -1.821 -0.863
C -0.068 -0.659 -1.304
C 0.331 0.221 -0.115
C -0.388 -0.041 1.198
N 0.931 -0.580 0.927
C 0.159 1.704 -0.124
O 0.674 2.528 0.594
H -0.181 -2.200 -0.159
H 0.808 -0.958 -1.907
H -0.754 -0.132 -1.974
H -1.277 -0.643 1.072
H -0.419 0.754 1.940
H 1.651 -0.103 1.461
H -0.736 1.929 -0.746
*
```

Electronic energy   -361.7736 a.u.
Frontier orbital gap   10.85 eV

Entry from OMol25: the ion C4H8N2P with charge +1 in a non-equilibrium geometry (ωB97M-V with the def2-TZVPD basis set).

ORCA input file:
```
! wB97M-V def2-TZVPD RIJCOSX def2/J DEFGRID3
* xyz 1 1
C 1.931 -0.858 -0.094
C 0.038 0.141 1.120
C -2.384 0.562 0.862
C 2.464 -0.041 -1.132
N 0.953 -0.591 0.634
N -1.155 0.055 0.441
P -3.928 0.018 -0.489
H 2.209 -1.858 -0.075
H 0.158 0.713 2.020
H -2.380 1.544 1.231
H 1.979 0.863 -1.403
H 3.542 0.183 -1.118
H 2.589 -0.774 -2.078
H -1.129 -0.685 -0.278
H -4.887 0.726 0.358
*
```

Electronic energy   -607.6634 a.u.
Frontier orbital gap (alpha / beta)   7.41 / 7.81 eV

Entry from OMol25: a cluster of 2 separate species, C2H5Cl2N4 in total in a non-equilibrium geometry (ωB97M-V with the def2-TZVPD basis set).

ORCA input file:
```
! wB97M-V def2-TZVPD RIJCOSX def2/J DEFGRID3
* xyz 1 1
C -0.111 -1.228 0.690
C 0.112 -0.046 -0.103
N -1.046 -1.851 1.103
N 0.146 0.940 0.877
N -2.389 0.114 -0.719
N 0.791 -0.046 -1.269
Cl -3.010 -1.218 -0.047
Cl -2.892 1.548 0.127
H -1.148 -2.573 1.802
H -0.557 1.069 1.569
H 0.689 1.831 0.729
H 0.201 -0.509 -1.996
H 1.143 0.827 -1.626
*
```

Electronic energy   -1218.1595 a.u.
Frontier orbital gap (alpha / beta)   7.62 / 7.61 eV

Entry from OMol25: a structure of composition C3Br2CrF9O9S3 in a non-equilibrium geometry (ωB97M-V with the def2-TZVPD basis set).

ORCA input file:
```
! wB97M-V def2-TZVPD RIJCOSX def2/J DEFGRID3
* xyz -2 6
Cr -15.894 10.620 -6.602
Br -13.318 10.288 -6.264
Br -17.268 12.425 -7.701
C -15.442 9.880 -11.078
F -15.152 9.188 -12.187
F -14.401 10.629 -10.648
F -16.451 10.788 -11.251
S -15.842 8.715 -9.629
O -17.140 8.041 -9.912
O -14.771 7.701 -9.603
O -15.857 9.505 -8.385
C -17.612 12.468 -2.601
F -18.691 12.060 -3.250
F -17.331 13.766 -2.806
F -17.660 12.304 -1.263
S -16.173 11.285 -3.201
O -16.504 9.956 -2.643
O -16.217 11.211 -4.690
O -14.934 11.898 -2.725
C -18.709 7.179 -6.857
F -17.749 6.241 -7.192
F -18.982 7.879 -7.938
F -19.822 6.653 -6.356
S -17.940 8.273 -5.386
O -16.715 8.770 -6.070
O -18.946 9.336 -5.187
O -17.812 7.402 -4.250
*
```

Electronic energy   -9077.5160 a.u.
Frontier orbital gap (alpha / beta)   7.27 / 3.80 eV

Entry from OMol25: a structure of composition C4H8N3O2S in a non-equilibrium geometry (ωB97M-V with the def2-TZVPD basis set).

ORCA input file:
```
! wB97M-V def2-TZVPD RIJCOSX def2/J DEFGRID3
* xyz 1 1
C -0.293 1.270 0.982
C 1.234 0.103 -0.324
C -2.000 -0.060 0.240
C 2.367 -0.831 -0.362
N -0.568 1.344 -0.962
N -1.476 0.732 1.247
N 0.647 0.707 -1.307
O 0.888 0.480 0.879
O -1.628 0.526 -1.026
S -0.994 -1.795 0.394
H 0.013 2.051 1.582
H -2.989 -0.328 0.304
H 2.971 -0.889 -1.236
H 3.070 -0.667 0.431
H 1.935 -1.795 -0.174
H -2.052 1.206 1.883
H 0.713 0.569 -2.274
H -1.837 -2.622 -0.278
*
```

Electronic energy   -869.7503 a.u.
Frontier orbital gap   9.44 eV

M, respectively: 85.11 1380.62 587.46 51.88 878.15 111.16 87.15 99.09 84.16 167.21 101.10 115.10 156.00 659.01 162.19 g mol⁻¹.